Record 1
{"formula": "C45H84BrF4O16P", "method": "wB97M-V/def2-TZVPD", "species": ["C", "C", "C", "C", "C", "C", "C", "C", "C", "P", "O", "O", "C", "C", "O", "C", "C", "O", "C", "O", "C", "C", "C", "C", "F", "C", "Br", "C", "C", "C", "C", "C", "O", "C", "F", "F", "F", "H", "H", "H", "H", "H", "H", "H", "H", "H", "H", "H", "H", "H", "H", "H", "H", "H", "H", "H", "H", "H", "H", "H", "H", "H", "H", "H", "H", "H", "H", "H", "H", "H", "H", "H", "H", "H", "H", "H", "H", "H", "H", "H", "H", "O", "C", "O", "C", "C", "C", "H", "H", "H", "H", "H", "H", "H", "H", "O", "C", "O", "C", "C", "C", "H", "H", "H", "H", "H", "H", "H", "H", "O", "C", "O", "C", "C", "C", "H", "H", "H", "H", "H", "H", "H", "H", "O", "C", "O", "C", "C", "C", "H", "H", "H", "H", "H", "H", "H", "H", "O", "C", "O", "C", "C", "C", "H", "H", "H", "H", "H", "H", "H", "H"], "coordinates": [[2.6653, -3.4712, 6.6716], [3.4839, -2.5319, 5.6063], [3.1038, -2.7731, 4.0301], [1.9364, -1.7121, 3.5853], [2.4932, -0.4958, 2.5798], [1.9628, 0.9067, 3.2997], [2.2728, 2.2630, 2.4423], [0.7883, 3.0277, 2.5621], [-0.2990, 2.5100, 1.4456], [-2.0069, 2.1641, 2.3186], [-1.8104, 1.0742, 3.4873], [-3.0728, 1.5777, 1.0750], [-4.1833, 0.7767, 1.6076], [-4.8373, -0.0395, 0.3021], [-2.5910, 3.6058, 3.1110], [-3.8442, 3.3721, 3.8444], [-3.7977, 4.3211, 5.2143], [2.6906, 1.7477, 1.1283], [3.9098, 2.3914, 0.5338], [4.4952, 1.8951, -0.5562], [4.2715, 3.7662, 1.4209], [3.1020, 4.7855, 0.8185], [3.5562, 5.7041, -0.4521], [4.2370, 4.9050, -1.7081], [4.4258, 6.8677, -0.1117], [5.8143, 4.3122, 1.3834], [7.1992, 2.8181, 1.2176], [6.1875, 5.3616, 2.6323], [6.6818, 6.8441, 2.0997], [3.6182, 3.1843, 2.8266], [4.5413, 2.7511, 4.0929], [5.4568, 1.4111, 3.9335], [4.7833, 0.2990, 4.6876], [6.9432, 1.5036, 4.6945], [7.6473, 2.7800, 4.4945], [6.6163, 1.4293, 6.1679], [7.7870, 0.2853, 4.4310], [1.9692, -2.7514, 7.3216], [1.9835, -4.2934, 6.1862], [3.4441, -3.9204, 7.4520], [4.6366, -2.7423, 5.7395], [3.2013, -1.4069, 5.8683], [2.6315, -3.8672, 3.9599], [4.0276, -2.7856, 3.2970], [1.4461, -1.2676, 4.5545], [1.0997, -2.3345, 3.0064], [1.9398, -0.7104, 1.5436], [3.6690, -0.5212, 2.4746], [2.2858, 0.9798, 4.4464], [0.7761, 0.7773, 3.3460], [0.8849, 4.2014, 2.4062], [0.3150, 2.8889, 3.6401], [0.0799, 1.4666, 1.0132], [-0.4015, 3.3321, 0.5957], [-3.8691, -0.0670, 2.3648], [-4.9789, 1.5090, 2.0691], [-4.7690, 0.6251, -0.6570], [-4.2221, -1.0386, 0.0848], [-5.9491, -0.2972, 0.6020], [-4.0223, 2.2683, 4.1891], [-4.7716, 3.6702, 3.1724], [-4.3900, 5.3075, 4.9538], [-2.7116, 4.6423, 5.5106], [-4.3062, 3.8006, 6.1454], [2.1368, 4.1930, 0.4387], [2.6847, 5.5382, 1.6396], [2.5520, 6.1873, -0.8823], [4.4566, 5.7147, -2.5568], [3.3813, 4.2115, -2.1689], [5.1710, 4.2524, -1.4442], [6.0641, 4.9628, 0.4120], [7.1564, 4.8800, 3.1371], [5.3123, 5.4678, 3.4055], [7.6812, 7.1828, 2.6473], [5.8469, 7.6233, 2.4000], [6.9016, 6.8995, 0.9521], [3.0633, 4.1483, 3.2651], [5.2296, 3.6007, 4.5401], [3.7747, 2.5064, 4.9783], [5.5485, 0.9978, 2.8242], [5.1926, -0.5217, 4.2846], [-4.7910, 0.7243, -2.4373], [-5.2976, 0.0669, -3.3462], [-6.1987, -0.9021, -3.0677], [-6.9898, -1.5882, -4.0555], [-6.2316, -2.7672, -4.6321], [-4.8550, 0.2588, -4.7662], [-7.3468, -0.8975, -4.8250], [-7.8807, -1.9558, -3.5351], [-5.3238, -2.4468, -5.1508], [-6.8568, -3.3201, -5.3382], [-5.9161, -3.4467, -3.8334], [-3.9555, -0.3340, -4.9462], [-4.6263, 1.3190, -4.9170], [-5.6172, 0.0060, -5.5014], [0.5011, -5.8045, 2.3308], [0.2793, -6.5605, 3.2765], [1.2480, -6.8226, 4.1828], [1.0376, -7.5272, 5.4204], [1.1347, -9.0256, 5.2129], [-1.0316, -7.2804, 3.3878], [0.0979, -7.2254, 5.8920], [1.8376, -7.2071, 6.0966], [0.3607, -9.3882, 4.5309], [1.0331, -9.5543, 6.1644], [2.0988, -9.2880, 4.7649], [-0.9991, -8.1844, 2.7759], [-1.8217, -6.6196, 3.0161], [-1.3065, -7.5358, 4.4099], [6.7017, 9.6958, 2.7153], [7.6094, 10.5129, 2.8686], [8.6210, 10.5855, 1.9742], [9.6167, 11.6249, 1.9520], [10.7629, 11.2960, 2.8877], [7.6639, 11.3728, 4.0961], [9.1713, 12.6030, 2.1560], [9.9944, 11.6673, 0.9248], [10.4277, 11.2298, 3.9266], [11.5440, 12.0582, 2.8240], [11.1974, 10.3237, 2.6333], [8.1375, 10.8143, 4.9063], [6.6392, 11.6300, 4.3840], [8.1827, 12.3183, 3.9468], [-6.7522, -4.9395, -8.2703], [-7.9131, -5.1729, -7.9346], [-8.1795, -5.6968, -6.7168], [-9.4986, -5.8229, -6.1543], [-10.1590, -7.1099, -6.6071], [-9.0424, -4.9746, -8.9013], [-10.1054, -4.9381, -6.3679], [-9.3681, -5.8511, -5.0672], [-10.2968, -7.1313, -7.6917], [-11.1359, -7.2304, -6.1317], [-9.5335, -7.9714, -6.3510], [-9.1323, -5.8586, -9.5363], [-8.8156, -4.1029, -9.5241], [-9.9977, -4.7646, -8.4230], [-8.3160, -10.2836, -11.7293], [-7.3352, -9.5806, -11.4866], [-7.4960, -8.2989, -11.0866], [-6.4356, -7.4599, -10.5927], [-5.7079, -6.7791, -11.7348], [-5.9475, -10.0976, -11.7232], [-5.7629, -8.0190, -9.9358], [-6.9124, -6.6975, -9.9674], [-5.2266, -7.5059, -12.3951], [-4.9426, -6.0980, -11.3534], [-6.4113, -6.2095, -12.3511], [-5.6863, -9.9600, -12.7747], [-5.9305, -11.1657, -11.4825], [-5.1924, -9.6329, -11.0913]], "smiles": "CCCCCC[C@]1(CCP(=O)(OCC)OCC)OC(=O)[C@](C[C@H](C)F)([C@H](Br)CC)[C@@H]1C[C@H](O)C(F)(F)F.CCOC(C)=O.CCOC(C)=O.CCOC(C)=O.CCOC(C)=O.CCOC(C)=O", "e_homo_ev": -9.6155, "gap_ev": 9.96}

***

Record 2
{"formula": "H2N2O2", "method": "wB97M-V/def2-TZVPD", "species": ["N", "N", "O", "O", "H", "H"], "coordinates": [[1.0519, 0.4461, 0.0686], [-1.3450, -0.0223, 0.1217], [1.6854, -0.6838, 0.4929], [-2.1777, 1.0238, 0.3438], [1.0429, 0.4226, -0.9740], [-1.2025, -0.5325, 1.0199]], "total_charge": -2, "e_homo_ev": [3.4174, 3.4143], "gap_ev": [5.26, 5.26]}

***

Record 3
{"formula": "C30H25BrN3ReSi", "method": "wB97M-V/def2-TZVPD", "species": ["Re", "C", "C", "C", "C", "C", "Br", "N", "C", "H", "H", "H", "H", "H", "H", "C", "C", "N", "C", "C", "C", "C", "C", "C", "C", "C", "C", "N", "C", "H", "H", "H", "H", "H", "H", "H", "H", "C", "C", "C", "C", "C", "C", "Si", "C", "C", "C", "C", "C", "C", "H", "H", "H", "H", "H", "H", "H", "H", "H", "H", "H"], "coordinates": [[-0.7486, 0.0618, -0.5217], [0.8478, -4.5780, -3.5027], [-0.1098, -3.8681, -2.5950], [-1.2647, -4.4845, -2.1090], [-2.1424, -3.8075, -1.2639], [-1.8028, -2.5244, -0.9576], [-2.7680, -1.3651, 0.2173], [-0.7207, -1.8652, -1.4079], [0.1155, -2.5537, -2.2153], [0.7297, -5.6566, -3.4283], [1.8804, -4.3286, -3.2616], [0.6645, -4.2949, -4.5408], [-1.4819, -5.5097, -2.3846], [-3.0343, -4.2720, -0.8669], [1.0062, -2.0431, -2.5453], [2.3952, 1.6682, -3.1782], [1.5638, 0.7939, -2.4828], [0.5813, 1.2027, -1.6804], [0.3796, 2.5549, -1.5853], [1.1655, 3.5046, -2.2403], [2.2108, 3.0247, -3.0552], [0.8608, 4.8950, -2.0727], [-0.1890, 5.2920, -1.3180], [-1.0303, 4.3295, -0.6713], [-2.1688, 4.6603, 0.0894], [-2.9315, 3.6590, 0.6493], [-2.5687, 2.3321, 0.4568], [-1.4897, 1.9817, -0.2512], [-0.7332, 2.9735, -0.8112], [3.1769, 1.2636, -3.8050], [1.7168, -0.2701, -2.5634], [2.8491, 3.7199, -3.5863], [1.4844, 5.6234, -2.5743], [-0.4185, 6.3432, -1.2024], [-2.4438, 5.6995, 0.2240], [-3.8134, 3.8848, 1.2316], [-3.1496, 1.5318, 0.8936], [1.7532, -4.7903, 2.0991], [0.4814, -4.2923, 2.3720], [0.2042, -2.9561, 2.1471], [1.2003, -2.1040, 1.6481], [2.4731, -2.6197, 1.3674], [2.7476, -3.9583, 1.6025], [0.9630, -0.3102, 1.3863], [0.0004, 0.8502, 2.4398], [-1.2165, 0.4873, 3.0424], [-1.8746, 1.3743, 3.8752], [-1.3280, 2.6337, 4.1088], [-0.1253, 3.0091, 3.5164], [0.5325, 2.1289, 2.6749], [1.9719, -5.8323, 2.2925], [-0.2776, -4.9445, 2.7831], [-0.7761, -2.5704, 2.4036], [3.2601, -1.9738, 0.9952], [3.7393, -4.3474, 1.4154], [2.1271, 0.3381, 0.7507], [-1.6250, -0.5066, 2.9019], [-2.7952, 1.0844, 4.3642], [-1.8344, 3.3208, 4.7745], [0.3046, 3.9788, 3.7288], [1.4754, 2.4219, 2.2270]], "spin_multiplicity": 2, "total_charge": 3, "e_homo_ev": [-17.1426, -17.0779], "gap_ev": [6.15, 6.22], "s_squared": 1.169}

***

Record 4
{"formula": "C17H43BBr2ClO18P4", "method": "wB97M-V/def2-TZVPD", "species": ["C", "C", "Br", "C", "Br", "B", "O", "C", "C", "Cl", "O", "H", "H", "H", "H", "H", "H", "H", "C", "O", "P", "O", "O", "C", "O", "C", "H", "H", "H", "H", "H", "H", "H", "H", "H", "C", "O", "P", "O", "O", "C", "O", "C", "H", "H", "H", "H", "H", "H", "H", "H", "H", "C", "O", "P", "O", "O", "C", "O", "C", "H", "H", "H", "H", "H", "H", "H", "H", "H", "C", "O", "P", "O", "O", "C", "O", "C", "H", "H", "H", "H", "H", "H", "H", "H", "H"], "coordinates": [[-5.4337, 1.7266, 2.9324], [-5.3258, 2.9060, 2.0020], [-7.0115, 3.3923, 1.2195], [-4.2514, 3.6202, 1.6832], [-2.6488, 3.1217, 2.6346], [-4.0111, 4.8937, 0.6543], [-2.6673, 4.6439, -0.0354], [-2.9683, 3.7271, -1.0298], [-4.4693, 3.9785, -1.4083], [-4.6949, 4.6298, -3.0747], [-4.9046, 4.9375, -0.5027], [-5.6704, 2.0548, 3.9442], [-6.2476, 1.0960, 2.5696], [-4.5331, 1.1213, 2.9007], [-3.9102, 5.9498, 1.2481], [-2.3290, 3.8899, -1.9013], [-2.9392, 2.6803, -0.6807], [-5.1071, 3.1048, -1.2554], [3.7805, 2.4961, 3.8335], [2.8939, 3.1989, 2.9595], [2.1362, 2.3324, 1.8651], [1.5926, 1.0624, 2.3401], [3.2072, 2.1383, 0.6959], [3.9843, 3.2577, 0.2576], [1.1277, 3.4043, 1.3318], [0.1835, 3.0367, 0.3007], [4.4616, 3.2305, 4.2570], [3.2134, 2.0167, 4.6297], [4.3551, 1.7409, 3.2935], [4.9199, 3.2941, 0.8164], [3.4424, 4.1935, 0.3914], [4.1980, 3.1118, -0.7992], [-0.1960, 2.0281, 0.4635], [0.6710, 3.1088, -0.6732], [-0.6477, 3.7377, 0.3546], [-1.6538, -2.2845, 2.9916], [-2.9269, -2.9048, 2.7161], [-4.0693, -2.7304, 3.7858], [-4.2317, -1.4084, 4.3774], [-3.7920, -3.8493, 4.8946], [-3.4273, -5.1643, 4.4748], [-5.2962, -3.2892, 2.9506], [-6.5808, -3.2475, 3.5803], [-0.9189, -2.7826, 2.3670], [-1.6946, -1.2299, 2.7315], [-1.3852, -2.3952, 4.0436], [-2.3414, -5.2469, 4.4270], [-3.8502, -5.4068, 3.4995], [-3.8095, -5.8637, 5.2161], [-6.7001, -2.3293, 4.1552], [-6.7054, -4.1132, 4.2331], [-7.3266, -3.2767, 2.7905], [1.9635, -0.4992, -0.2719], [1.3791, -1.0721, -1.4689], [0.2484, -2.1514, -1.2680], [-0.7781, -1.8645, -0.2760], [1.0209, -3.5164, -0.9487], [2.1746, -3.8658, -1.7094], [-0.2356, -2.3010, -2.7714], [-1.3305, -3.1939, -3.0145], [2.9222, -0.0776, -0.5539], [1.3158, 0.2730, 0.1147], [2.1110, -1.2602, 0.4949], [3.0703, -3.4881, -1.2143], [2.1251, -3.4664, -2.7232], [2.2206, -4.9521, -1.7581], [-2.0712, -3.1217, -2.2185], [-0.9654, -4.2191, -3.0909], [-1.7837, -2.8972, -3.9563], [7.3961, 0.5389, -5.3866], [6.1671, -0.1838, -5.5373], [5.0476, 0.0863, -4.4465], [4.8335, 1.4788, -4.0701], [5.4612, -0.8056, -3.1906], [5.8884, -2.1536, -3.3959], [3.8496, -0.6790, -5.1295], [2.5816, -0.6490, -4.4445], [8.1521, 0.0057, -5.9574], [7.2813, 1.5483, -5.7766], [7.7006, 0.5880, -4.3400], [6.9732, -2.1842, -3.4987], [5.4273, -2.5899, -4.2824], [5.5945, -2.7267, -2.5191], [2.3982, 0.3269, -3.9980], [2.5632, -1.4107, -3.6690], [1.8072, -0.8572, -5.1767]], "total_charge": -1, "e_homo_ev": -5.0609, "gap_ev": 6.79}

***

Record 5
{"formula": "C37H35ClN2S2Si2Zn", "method": "wB97M-V/def2-TZVPD", "species": ["C", "C", "C", "H", "C", "C", "H", "H", "H", "H", "Zn", "Si", "C", "C", "H", "C", "H", "C", "H", "C", "H", "C", "H", "C", "C", "H", "C", "H", "C", "H", "C", "H", "C", "H", "H", "Si", "C", "C", "H", "C", "H", "C", "H", "C", "H", "C", "H", "C", "C", "H", "C", "H", "C", "H", "C", "H", "C", "H", "H", "Cl", "C", "C", "N", "C", "C", "S", "C", "C", "S", "C", "N", "C", "H", "H", "H", "H", "H", "H", "H", "H"], "coordinates": [[2.2826, 3.7526, 3.8554], [2.5759, 2.3677, 3.8935], [2.9533, 1.9631, 2.5931], [2.5203, 1.7334, 4.7627], [2.8948, 3.0953, 1.7464], [2.4809, 4.1971, 2.5277], [2.3370, 5.2034, 2.1716], [1.9698, 4.3596, 4.6890], [3.2449, 0.9721, 2.2929], [3.0989, 3.0972, 0.6894], [0.7908, 2.6683, 2.5113], [-3.2008, -2.5365, -4.0911], [-3.1651, -4.1256, -3.1027], [-4.0430, -5.1732, -3.3891], [-4.7449, -5.0788, -4.2091], [-4.0282, -6.3434, -2.6430], [-4.7150, -7.1451, -2.8815], [-3.1298, -6.4863, -1.5956], [-3.1150, -7.3988, -1.0137], [-2.2462, -5.4572, -1.2990], [-1.5410, -5.5667, -0.4853], [-2.2646, -4.2897, -2.0464], [-1.5609, -3.5002, -1.8110], [-1.6658, -2.3816, -5.1510], [-0.7348, -3.4222, -5.2158], [-0.8873, -4.3185, -4.6267], [0.3941, -3.3212, -6.0143], [1.1045, -4.1368, -6.0507], [0.6144, -2.1739, -6.7646], [1.4961, -2.0936, -7.3870], [-0.2965, -1.1289, -6.7101], [-0.1263, -0.2304, -7.2886], [-1.4250, -1.2337, -5.9090], [-2.1236, -0.4063, -5.8703], [-3.2629, -1.3410, -3.2067], [0.3335, 0.7868, 0.9577], [1.4771, 0.7737, -0.5518], [2.2948, -0.3289, -0.8121], [2.1630, -1.2393, -0.2402], [3.2650, -0.2908, -1.8050], [3.8815, -1.1617, -1.9901], [3.4342, 0.8537, -2.5702], [4.1874, 0.8848, -3.3472], [2.6277, 1.9597, -2.3315], [2.7449, 2.8537, -2.9315], [1.6680, 1.9173, -1.3321], [1.0441, 2.7859, -1.1649], [0.4703, -0.9769, 1.6525], [1.4059, -1.2610, 2.6483], [2.0136, -0.4565, 3.0459], [1.5637, -2.5458, 3.1521], [2.2977, -2.7403, 3.9245], [0.7765, -3.5792, 2.6658], [0.8916, -4.5825, 3.0561], [-0.1607, -3.3187, 1.6736], [-0.7778, -4.1213, 1.2897], [-0.3065, -2.0338, 1.1725], [-1.0409, -1.8443, 0.4000], [-4.4395, -2.5455, -4.9164], [-1.6551, 0.7436, 0.0283], [0.0070, 0.5393, 5.3834], [-0.5971, 1.8809, 5.1936], [-0.3557, 2.7139, 4.1493], [-1.0856, 3.8430, 4.2502], [-1.8969, 3.9579, 5.3734], [-1.6975, 2.5560, 6.2746], [-0.9979, 4.7635, 3.1503], [-1.6957, 5.9580, 3.0288], [-1.3162, 6.6002, 1.5323], [-0.3040, 5.3218, 1.1056], [-0.2122, 4.4014, 2.1056], [0.3834, 5.2621, -0.2070], [0.5762, 0.5129, 6.3351], [-0.7922, -0.2305, 5.4072], [0.6825, 0.3240, 4.5528], [-2.5615, 4.7772, 5.6114], [-2.3745, 6.3885, 3.7527], [0.2000, 6.1966, -0.7776], [1.4767, 5.1306, -0.0818], [-0.0803, 4.4498, -0.7847]], "e_homo_ev": -6.6511, "gap_ev": 6.41}